1.
C25H26BrFN5OPtSi | ωB97M-V/def2-TZVPD

Structure (ORCA input):
```
! wB97M-V def2-TZVPD RIJCOSX def2/J DEFGRID3
* xyz 3 5
Pt -14.227 -13.734 -2.296
C -17.598 -14.719 -6.608
C -17.703 -14.043 -5.378
C -16.747 -14.141 -4.398
C -15.531 -14.716 -4.780
C -15.349 -15.311 -6.066
C -16.397 -15.348 -7.017
N -14.572 -14.933 -3.798
N -13.770 -15.936 -4.011
C -13.322 -16.372 -2.817
C -12.592 -17.525 -2.691
C -12.126 -17.913 -1.468
C -12.391 -17.085 -0.362
C -13.186 -15.975 -0.524
N -13.578 -15.550 -1.731
H -18.517 -14.792 -7.214
H -18.510 -13.403 -5.206
H -16.925 -13.803 -3.344
H -14.379 -15.657 -6.339
H -16.192 -15.787 -8.029
H -12.248 -18.004 -3.629
H -11.609 -18.861 -1.344
H -11.963 -17.234 0.589
H -13.432 -15.359 0.320
O -10.205 -11.405 -6.250
C -10.926 -11.747 -5.192
C -10.491 -12.560 -4.114
C -11.486 -13.073 -3.325
N -12.812 -12.722 -3.350
C -13.181 -11.858 -4.320
Br -14.850 -11.065 -4.473
C -12.316 -11.419 -5.327
H -9.251 -11.624 -6.152
H -9.478 -12.860 -3.900
H -11.299 -13.845 -2.602
H -12.693 -10.730 -6.106
C -17.095 -11.779 -1.204
Si -16.290 -13.106 -0.184
C -17.031 -14.769 -0.645
C -16.552 -12.605 1.649
N -14.569 -13.303 -0.321
C -13.551 -12.767 0.510
C -13.118 -13.469 1.707
C -11.951 -13.086 2.354
C -11.100 -12.149 1.741
C -11.503 -11.377 0.612
C -12.707 -11.712 0.041
F -13.188 -11.027 -1.042
H -16.293 -11.443 -1.884
H -17.234 -10.978 -0.482
H -18.029 -12.083 -1.676
H -17.678 -15.255 0.168
H -16.227 -15.503 -0.818
H -17.645 -14.805 -1.537
H -17.397 -11.918 1.799
H -15.689 -12.041 1.923
H -16.569 -13.447 2.329
H -13.727 -14.329 2.138
H -11.700 -13.563 3.273
H -10.160 -11.859 2.239
H -10.796 -10.690 0.143
*
```

Output
LUMO level (spin up / spin down), eV: -10.65 / -12.47
E_HOMO (spin up / spin down), eV: -16.8 / -17.7
Gap between HOMO and LUMO (spin up / spin down), eV: 6.11 / 5.20

=====

2.
C25H26Cl2N6O4Ru | ωB97M-V/def2-TZVPD

Structure (ORCA input):
```
! wB97M-V def2-TZVPD RIJCOSX def2/J DEFGRID3
* xyz 1 2
Ru -0.218 0.034 0.292
C -0.906 -0.522 4.435
C -0.795 -0.699 2.961
N -0.797 0.320 2.144
O -0.871 1.565 2.721
C -0.641 -1.952 2.308
C -0.625 -3.274 3.004
N -0.433 -1.877 0.994
O -0.268 -2.860 0.262
H -0.473 0.434 4.721
H -0.394 -1.329 4.953
H -1.950 -0.519 4.755
H -0.927 2.179 1.973
H -1.575 -3.487 3.496
H 0.161 -3.294 3.760
H -0.429 -4.046 2.265
Cl 3.071 6.464 -2.077
C 2.592 4.990 -1.328
C 3.560 4.200 -0.693
C 3.190 3.016 -0.104
Cl 4.379 2.035 0.667
C 1.843 2.550 -0.100
O 1.555 1.436 0.444
C 0.870 3.401 -0.737
C -0.499 3.061 -0.706
O -1.032 2.089 -0.124
C 1.280 4.598 -1.356
H 4.592 4.519 -0.667
H -1.178 3.753 -1.222
H 0.546 5.222 -1.850
N 2.098 -1.234 0.556
C 2.102 -1.981 -0.626
C 2.760 -3.185 -0.737
C 2.853 -3.844 -1.969
C 2.312 -3.294 -3.100
C 1.577 -2.094 -3.018
C 0.975 -1.482 -4.138
C 0.222 -0.351 -3.963
C 0.002 0.126 -2.668
N 0.555 -0.417 -1.598
C 1.407 -1.470 -1.757
H 2.592 -1.670 1.321
H 2.340 -0.247 0.455
H 3.236 -3.610 0.138
H 3.387 -4.783 -2.026
H 2.428 -3.772 -4.064
H 1.111 -1.913 -5.121
H -0.232 0.157 -4.800
H -0.668 0.957 -2.491
C -5.054 -1.876 1.875
C -4.077 -1.709 0.766
C -3.777 -2.526 -0.306
C -2.754 -1.881 -1.015
N -2.439 -0.734 -0.411
N -3.250 -0.655 0.671
C -2.093 -2.375 -2.251
H -5.956 -2.365 1.514
H -5.325 -0.914 2.309
H -4.629 -2.508 2.655
H -4.229 -3.471 -0.549
H -3.271 0.185 1.224
H -2.689 -3.168 -2.695
H -1.113 -2.784 -2.000
H -1.968 -1.576 -2.977
*
```

Output
LUMO level (spin up / spin down), eV: -3.97 / -3.85
E_HOMO (spin up / spin down), eV: -10.6 / -10.6
Gap between HOMO and LUMO (spin up / spin down), eV: 6.65 / 6.70

=====

Energy relative to the best compared isomer or geometry (same formula, charge and spin): 35.20 47.57 (kcal/mol)